# C11H20P

2 unconnected molecules or ions with the total composition C11H20P (wB97M-V/def2-TZVPD, OMol25).

The geometry in ORCA input format:
```
! wB97M-V def2-TZVPD RIJCOSX def2/J DEFGRID3
* xyz 1 1
C 2.46186 -0.03978 -1.94810
C 1.30065 0.15041 0.40902
C 2.86859 0.96615 -1.12274
C 2.14516 1.17323 0.15201
C 4.11076 1.71333 -1.32001
C 2.45904 2.11700 1.21850
C -2.49569 -0.69245 2.18365
C -3.62848 -2.02872 0.25983
C -4.10259 0.46419 0.70757
C -0.42418 -1.22256 -1.72629
C -3.54204 -0.71662 1.00025
P 1.23297 -0.89618 -1.07031
H 3.04505 -0.44189 -2.74193
H 0.64403 0.09865 1.30938
H 4.82756 1.07757 -0.79713
H 4.03173 2.68679 -0.88025
H 4.55959 1.86003 -2.35332
H 1.45210 2.31027 1.74041
H 2.94980 3.07945 0.86895
H 3.25046 1.51649 1.85538
H -2.81375 0.08719 2.81916
H -1.48875 -0.56748 1.65105
H -2.62150 -1.65592 2.73028
H -4.34318 -2.55241 0.84362
H -2.60631 -2.41684 0.24519
H -3.92832 -2.00385 -0.71811
H -4.77801 0.68161 -0.10749
H 1.72282 -2.17180 -0.88794
H -3.85740 1.28652 1.36097
H -1.17117 -1.58990 -0.94649
H -0.50822 -1.99482 -2.49838
H -0.75259 -0.27767 -2.23672
*
```

Computed properties:
frontier orbital gap: 7.32 eV
max |F|: 3.27 eV Å⁻¹
total energy: -772.139543 hartree
energy relative to the best compared isomer or geometry (same formula, charge and spin): 219.8 kJ/mol
HOMO: -11.802 eV

# C11H20P

A gas-phase ion, C11H20P (charge +1) (wB97M-V/def2-TZVPD, OMol25).

The geometry in ORCA input format:
```
! wB97M-V def2-TZVPD RIJCOSX def2/J DEFGRID3
* xyz 1 1
C -3.47248 0.09596 0.31699
C -3.19513 0.39435 -0.96583
C -2.30849 -0.18252 1.18254
C -1.81480 0.31196 -1.20983
C -1.12335 0.11048 -0.08624
C 1.47229 -2.62166 0.23880
C 0.12887 2.76513 1.14400
C 1.53268 -0.78756 -2.38547
C 1.24919 -1.30670 1.03113
C 0.99580 1.49683 1.29608
C 1.67649 0.34983 -1.28212
P 0.62618 0.17840 0.18312
H -4.44068 0.15881 0.73950
H -4.09062 0.38276 -1.66027
H -2.11138 -1.27948 1.16636
H -1.45419 0.64770 -2.20463
H -2.59204 0.12906 2.33672
H 1.52952 -3.37651 0.91705
H 0.58832 -2.91646 -0.26605
H 2.43390 -2.60661 -0.17013
H 0.02959 3.41212 2.11120
H 0.63173 3.41455 0.44621
H -0.80882 2.52909 0.86866
H 2.48809 -1.00733 -2.78611
H 1.37858 -1.68211 -1.86744
H 0.89621 -0.65275 -3.28466
H 2.22714 -1.14921 1.52751
H 0.60799 -1.46800 1.80561
H 0.75585 1.23676 2.34499
H 2.02075 1.72593 0.97197
H 1.42463 1.31475 -1.67199
H 2.71820 0.38244 -0.78768
*
```

Computed properties:
frontier orbital gap: 9.30 eV
max |F|: 4.29 eV Å⁻¹
total energy: -772.128649 hartree
energy relative to the best compared isomer or geometry (same formula, charge and spin): 248.4 kJ/mol
HOMO: -12.575 eV

# C11H21AsN2O5P2PtS6

A molecular structure, C11H21AsN2O5P2PtS6 (wB97M-V/def2-TZVPD, OMol25).

The geometry in ORCA input format:
```
! wB97M-V def2-TZVPD RIJCOSX def2/J DEFGRID3
* xyz -2 5
Pt -0.02247 -0.35952 -0.01657
C 2.31404 -3.06631 0.56496
P 0.94749 -2.07495 1.22096
C -0.20512 -3.35824 1.79933
C 1.63685 -1.36808 2.75612
C 0.69682 -0.27824 3.26070
P 0.36754 1.00959 1.97266
C -0.92481 1.92397 2.87554
C 1.81848 2.09234 2.13514
H 2.58513 -3.84909 1.28049
H 3.15764 -2.40584 0.38357
H 1.99848 -3.49959 -0.38416
H 0.29475 -4.07031 2.46255
H -0.60137 -3.87817 0.92510
H -1.04984 -2.89343 2.30141
H 2.59641 -0.93619 2.46176
H 1.80805 -2.14704 3.50632
H 1.08367 0.19975 4.16522
H -0.28010 -0.70799 3.50613
H -0.50180 2.25600 3.82829
H -1.77526 1.27409 3.06492
H -1.24071 2.77774 2.28168
H 1.91532 2.41713 3.17492
H 1.67767 2.95844 1.48791
H 2.70622 1.55006 1.81014
S -5.02441 -1.16287 -1.21153
As -2.96433 -1.33426 -0.66124
S -2.34759 -0.54482 1.22840
S -1.46027 -0.45490 -1.95442
S -3.16183 -3.47473 -0.80446
C 4.55422 2.05643 -1.15934
N 3.87799 0.88567 -1.68926
C 3.68387 0.72892 -3.03411
C 2.90814 -0.23700 -3.53376
C 2.15367 -1.09580 -2.61158
O 1.48382 -2.03873 -3.01560
N 2.22681 -0.77389 -1.26675
C 3.16009 0.07552 -0.78583
O 3.42072 0.19143 0.41708
H 5.11831 2.52433 -1.96538
H 5.23042 1.76403 -0.35757
H 3.82782 2.77265 -0.76816
H 4.21622 1.43555 -3.66051
H 2.77760 -0.36792 -4.59701
O -0.56509 4.62296 -1.77014
S 0.21493 3.81803 -0.85253
O -0.47548 3.46612 0.38419
O 1.58339 4.29147 -0.63525
S 0.59996 1.96491 -1.73634
*
```

Computed properties:
frontier orbital gap (alpha / beta): 5.67 / 6.05 eV
max |F|: 0.92 eV Å⁻¹
total energy: -6344.554235 hartree
energy relative to the best compared isomer or geometry (same formula, charge and spin): 39.6 kJ/mol
HOMO (alpha / beta): -1.407 / -2.606 eV
expectation value of S²: 6.02

# C11H21BF6O6S3

4 unconnected molecules or ions with the total composition C11H21BF6O6S3 (wB97M-V/def2-TZVPD, OMol25).

The geometry in ORCA input format:
```
! wB97M-V def2-TZVPD RIJCOSX def2/J DEFGRID3
* xyz 0 1
B -1.23822 2.07899 -2.23154
C -0.29643 0.75902 -1.96775
O -0.86490 -0.35673 -2.02271
C 1.26570 1.00539 -1.71072
F 1.58645 2.23250 -2.39067
F 2.01327 -0.03769 -2.35284
C 1.67869 1.22722 -0.18198
F 3.00346 0.76043 0.10223
F 1.70754 2.62202 0.14293
C 0.72334 0.52543 0.89334
F -0.51837 1.18757 1.07383
F 1.39781 0.65326 2.15819
C 0.55214 -1.06438 0.67146
O -0.51716 -1.61643 0.96981
O 1.61245 -1.85406 0.11123
H -1.43665 2.43627 -3.35891
H -1.72854 2.71942 -1.36691
H 1.19773 -2.19146 -0.72688
C 4.78902 1.42913 2.85346
S 4.17074 1.16326 4.52879
O 4.24152 2.47159 5.24541
C 5.56988 0.16543 5.08388
H 4.08376 2.06923 2.32252
H 5.76504 1.91646 2.89007
H 4.86644 0.47046 2.33741
H 6.49643 0.73272 4.97916
H 5.62095 -0.75062 4.49268
H 5.41756 -0.08958 6.13314
C -3.17363 -2.76036 4.93291
S -4.27313 -3.01329 3.52308
O -5.25773 -4.06943 3.90634
C -3.03408 -3.78715 2.46257
H -3.74957 -2.31462 5.74457
H -2.76383 -3.71709 5.26163
H -2.36623 -2.08336 4.64799
H -2.63303 -4.67884 2.94785
H -2.23149 -3.07546 2.26123
H -3.51059 -4.06929 1.52317
C -3.76775 0.35095 -6.35541
S -2.20324 1.03886 -5.77459
O -2.51176 1.94728 -4.62407
C -1.91062 2.07892 -7.22055
H -4.16194 -0.31092 -5.58358
H -4.48110 1.15534 -6.54264
H -3.59693 -0.22059 -7.26929
H -2.74128 2.77423 -7.35311
H -1.80219 1.44938 -8.10524
H -0.98949 2.64061 -7.06152
*
```

Computed properties:
frontier orbital gap: 7.98 eV
max |F|: 4.40 eV Å⁻¹
total energy: -2701.554445 hartree
HOMO: -8.725 eV

# C11H21BN2O4

2 unconnected molecules or ions with the total composition C11H21BN2O4 (wB97M-V/def2-TZVPD, OMol25).

The geometry in ORCA input format:
```
! wB97M-V def2-TZVPD RIJCOSX def2/J DEFGRID3
* xyz 0 1
C 2.96950 -0.99848 2.07277
C 2.84571 -0.28521 0.83547
C 1.57492 0.48428 0.38695
C 0.52997 -0.40737 -0.38397
C -0.84659 0.36404 -0.43673
C -1.62945 -0.34059 0.74011
C -1.87110 0.79189 1.79627
O -2.41102 0.22600 3.03220
N -3.38607 1.08224 3.48622
O -4.20515 0.49010 4.07783
B -3.07933 -1.02292 0.41061
C -3.03860 -2.37647 -0.48812
O -4.30965 -0.50723 0.89701
C -0.79041 -1.59006 1.18111
N 0.31662 -1.55080 0.51218
H 3.45888 -0.54020 2.94887
H 2.50176 -2.01222 2.12742
H 3.73888 -0.25197 0.16893
H 1.84279 1.37333 -0.22870
H 1.10798 0.89677 1.31750
H 0.88366 -0.58853 -1.42901
H -1.47232 0.24520 -1.34938
H -0.74909 1.46595 -0.34363
H -0.95689 1.37156 2.04109
H -2.67141 1.44322 1.37663
H -2.17851 -2.35394 -1.19662
H -4.01854 -2.44992 -0.99918
H -2.89082 -3.20925 0.24933
H -4.45267 -0.96326 1.74007
H -1.14428 -2.32926 1.91514
H 0.95142 -2.31878 0.73500
C 3.45000 2.51795 -3.42101
C 2.37341 1.41112 -3.36720
O 2.71193 0.50586 -2.42523
H 4.43004 2.11046 -3.68090
H 3.19171 3.26748 -4.18520
H 3.53511 3.04246 -2.46437
H 2.28193 1.04803 -4.41686
H 1.40566 1.95855 -3.23262
*
```

Computed properties:
frontier orbital gap: 4.03 eV
max |F|: 3.73 eV Å⁻¹
total energy: -866.684054 hartree
energy relative to the best compared isomer or geometry (same formula, charge and spin): 1381.0 kJ/mol
HOMO: -5.692 eV

Question: Which of these has the lowest max |F|?
Answer: C11H21AsN2O5P2PtS6

Question: What is the max |F| in the fifth record?
Answer: 3.73 eV Å⁻¹